1.
The following is a quantum chemistry calculation of 2 unconnected molecules or ions with the total composition C10H16 in a non-equilibrium geometry, from OMol25.

## Properties
- ΔE to the lowest compared entry with this formula, charge and spin (kcal per mole) = 19.6
- HOMO-LUMO gap (eV) = 9.93
- maximum force (eV/A) = 1.8
- SMILES = CCc1ccccc1.CC
- electronic energy (hartree) = -390.60460

Geometry as XYZ:
```
26
C10H16 wB97M-V/def2-TZVPD
C 1.907 -1.874 1.064
C 0.493 -2.452 1.301
C -0.655 -1.533 0.965
C -1.878 -1.616 1.621
C -2.881 -0.659 1.501
C -2.615 0.513 0.789
C -1.513 0.492 -0.051
C -0.571 -0.524 -0.003
H 1.861 -0.806 0.857
H 2.378 -2.292 0.172
H 2.523 -2.139 1.919
H 0.331 -3.375 0.740
H 0.430 -2.648 2.356
H -2.024 -2.388 2.372
H -3.663 -0.679 2.251
H -3.270 1.364 0.926
H -1.449 1.228 -0.845
H 0.344 -0.387 -0.550
C 0.887 2.840 -1.599
C 1.687 2.161 -2.711
H 1.277 3.781 -1.226
H -0.138 3.014 -1.936
H 0.765 2.031 -0.876
H 1.798 2.752 -3.626
H 1.248 1.205 -2.991
H 2.728 1.992 -2.420
```

2.
The following is a quantum chemistry calculation of a molecular structure, C10H16BF4O4P2SV in a non-equilibrium geometry, from OMol25.

## Properties
- ΔE to the lowest compared entry with this formula, charge and spin (kcal per mole) = 41.8
- total charge = -1
- HOMO-LUMO gap (spin up / spin down) (eV) = 7.13 / 6.57
- maximum force (eV/A) = 4.6
- spin multiplicity = 2
- electronic energy (hartree) = -3141.17267

Geometry as XYZ:
```
39
C10H16BF4O4P2SV wB97M-V/def2-TZVPD
V 1.207 1.094 -0.968
C -0.824 1.969 1.681
P -0.883 1.213 0.000
C -2.426 1.996 -0.650
C -1.492 -0.479 0.325
C -2.830 -0.780 0.563
C -3.233 -2.084 0.778
C -2.292 -3.098 0.769
C -0.964 -2.800 0.517
C -0.536 -1.497 0.274
P 1.306 -1.030 0.003
C 1.765 -2.628 -0.804
C 1.597 -1.251 1.818
H -1.733 1.783 2.258
H -0.679 3.038 1.523
H 0.051 1.570 2.196
H -3.231 1.963 0.083
H -2.716 1.458 -1.550
H -2.234 3.032 -0.907
H -3.576 -0.001 0.573
H -4.277 -2.299 0.955
H -2.598 -4.121 0.955
H -0.253 -3.614 0.513
H 0.979 -2.952 -1.485
H 1.938 -3.370 -0.024
H 2.694 -2.469 -1.343
H 1.128 -2.181 2.136
H 1.140 -0.417 2.347
H 2.663 -1.261 2.015
O 4.890 1.138 -0.315
S 3.527 0.725 -0.480
O 3.369 -0.722 -0.066
O 3.015 0.816 -1.850
O 2.568 1.469 0.401
F 0.240 1.823 -2.810
B 0.606 3.183 -2.469
F 1.947 3.245 -2.195
F 0.217 4.008 -3.481
F -0.072 3.528 -1.286
```

3.
The following is a quantum chemistry calculation of a molecular structure, C10H16BiClCr in a non-equilibrium geometry, from OMol25.

## Properties
- total charge = -1
- HOMO-LUMO gap (spin up / spin down) (eV) = 7.40 / 7.58
- maximum force (eV/A) = 1.4
- spin multiplicity = 4
- electronic energy (hartree) = -2109.86892

Geometry as XYZ:
```
29
C10H16BiClCr wB97M-V/def2-TZVPD
Cr -0.145 -0.606 -1.898
Cl 0.464 -2.686 -1.393
C 1.656 0.345 -2.232
C -1.127 -0.936 -3.688
H 1.724 0.753 -3.258
H 1.799 1.170 -1.510
H 2.469 -0.390 -2.092
H -0.999 -0.114 -4.413
H -2.209 -1.068 -3.508
H -0.739 -1.867 -4.137
Bi -2.141 0.930 0.885
C -2.744 -1.242 0.769
C -1.274 1.091 -1.187
H -3.721 -1.244 0.266
H -2.027 -1.843 0.197
H -2.844 -1.623 1.793
H -2.158 1.239 -1.846
H -0.677 2.025 -1.199
C 2.408 0.472 3.063
C 1.831 -0.642 2.447
C 0.560 -0.542 1.850
C -0.142 0.661 1.927
C 0.413 1.775 2.569
C 1.703 1.680 3.121
H 3.404 0.396 3.501
H 2.358 -1.598 2.413
H 0.151 -1.408 1.322
H -0.146 2.712 2.648
H 2.152 2.559 3.588
```

4.
The following is a quantum chemistry calculation of 2 unconnected molecules or ions with the total composition C10H16BrN2O6 in a non-equilibrium geometry, from OMol25.

## Properties
- total charge = -1
- HOMO-LUMO gap (eV) = 7.58
- maximum force (eV/A) = 2.2
- electronic energy (hartree) = -3525.76593

Geometry as XYZ:
```
35
C10H16BrN2O6 wB97M-V/def2-TZVPD
O -2.243 -1.743 0.049
O 1.235 5.375 -1.556
O 2.571 0.731 0.645
O 1.746 -3.679 -0.945
O 0.763 1.974 0.913
Br -1.747 5.297 -1.034
O 2.181 4.961 0.460
C -1.644 -0.788 -0.430
C 1.124 5.145 -0.361
C 1.442 0.946 1.136
C 0.698 -3.113 -0.636
N -0.483 -3.732 -0.743
N -0.329 -0.731 -0.620
C -2.405 0.449 -0.837
C -0.258 5.129 0.280
C -0.680 -5.099 -1.217
C 0.807 -0.151 2.009
C 0.853 -1.566 1.390
C 0.733 -1.647 -0.147
H 2.926 4.755 -0.123
H -1.296 -3.197 -0.454
H 0.016 0.163 -0.944
H -3.450 0.336 -0.559
H -1.976 1.307 -0.318
H -2.314 0.590 -1.911
H -0.311 5.943 1.004
H -0.366 4.187 0.824
H -0.703 -5.104 -2.307
H 0.141 -5.732 -0.876
H -1.622 -5.490 -0.830
H -0.241 0.103 2.187
H 1.300 -0.178 2.983
H 1.801 -2.026 1.670
H 0.058 -2.160 1.843
H 1.672 -1.255 -0.542
```

5.
The following is a quantum chemistry calculation of a molecular structure, C10H16CdO8 in a non-equilibrium geometry, from OMol25.

## Properties
- total charge = -2
- HOMO-LUMO gap (eV) = 5.89
- maximum force (eV/A) = 5.7
- electronic energy (hartree) = -1160.20788

Geometry as XYZ:
```
35
C10H16CdO8 wB97M-V/def2-TZVPD
Cd -0.010 -0.034 -0.381
C 1.704 3.909 -0.113
C 1.072 2.597 0.014
C -0.297 2.590 0.789
O -1.042 1.655 0.517
C -0.639 3.689 1.561
C 0.063 4.827 1.558
C 1.244 4.974 0.654
O 1.799 6.127 0.404
O -0.441 5.794 2.281
O 1.545 1.494 -0.282
H 2.557 4.003 -0.768
H -1.413 3.477 2.283
C 1.777 -3.277 -0.088
C 1.566 -2.759 -1.471
O 1.280 -1.342 -1.490
H 2.820 -3.414 0.197
H 1.462 -4.283 0.187
H 1.431 -2.645 0.729
H 0.910 -3.331 -2.127
H 2.529 -2.946 -1.946
C -2.394 -3.312 -0.463
C -2.543 -2.145 0.340
O -1.909 -0.989 -0.129
H -1.371 -3.687 -0.486
H -2.738 -3.016 -1.454
H -2.971 -4.165 -0.108
H -2.028 -2.416 1.262
H -3.577 -1.975 0.642
O -0.695 0.872 -2.272
H -1.365 1.554 -2.308
H -0.826 0.364 -3.073
O 0.704 -0.578 1.511
H 0.432 -1.396 1.926
H 1.366 -0.218 2.102
```

6.
The following is a quantum chemistry calculation of 7 unconnected molecules or ions with the total composition C10H16Cl18 in a non-equilibrium geometry, from OMol25.

## Properties
- ΔE to the lowest compared entry with this formula, charge and spin (kcal per mole) = 41.0
- HOMO-LUMO gap (eV) = 10.69
- maximum force (eV/A) = 2.2
- SMILES = ClC(Cl)Cl.ClC(Cl)Cl.ClC(Cl)Cl.ClC(Cl)Cl.ClCCCl.ClCCCl.ClCCCl
- electronic energy (hartree) = -8674.01927

Geometry as XYZ:
```
44
C10H16Cl18 wB97M-V/def2-TZVPD
Cl -3.004 22.045 -23.192
C -2.332 23.027 -21.809
Cl -3.581 23.512 -20.636
Cl -1.420 24.529 -22.367
H -1.650 22.339 -21.309
Cl 4.551 20.991 -15.836
C 4.596 21.340 -17.611
Cl 3.217 22.429 -18.261
Cl 4.583 19.848 -18.480
H 5.519 21.890 -17.792
Cl -5.659 23.951 -27.726
C -4.689 23.063 -28.901
Cl -3.945 24.195 -30.038
Cl -5.394 21.787 -29.879
H -3.838 22.660 -28.353
Cl 6.044 25.105 -22.993
C 4.471 24.722 -23.884
Cl 4.449 23.064 -24.395
Cl 4.071 25.915 -25.107
H 3.693 24.829 -23.127
Cl -2.656 31.839 -21.927
C -1.036 31.038 -21.409
C -0.870 31.152 -19.854
Cl 0.698 30.438 -19.330
H -0.172 31.401 -21.965
H -1.156 29.963 -21.539
H -1.589 30.560 -19.287
H -0.788 32.199 -19.559
Cl -9.120 23.409 -17.200
C -9.908 24.534 -18.261
C -10.694 25.512 -17.384
Cl -11.725 26.468 -18.343
H -10.572 23.909 -18.859
H -9.213 25.075 -18.904
H -9.983 26.191 -16.913
H -11.286 25.043 -16.599
Cl -10.640 19.930 -25.544
C -9.607 18.555 -25.340
C -8.196 18.898 -24.818
Cl -8.260 19.395 -23.126
H -9.589 18.093 -26.327
H -10.057 17.761 -24.744
H -7.763 19.754 -25.336
H -7.564 18.011 -24.841
```

7.
The following is a quantum chemistry calculation of C10H16N6S in the gas phase in a non-equilibrium geometry, from OMol25.

## Properties
- ΔE to the lowest compared entry with this formula, charge and spin (kcal per mole) = 59.6
- HOMO-LUMO gap (eV) = 9.13
- maximum force (eV/A) = 6.6
- SMILES = CN/C(=N\CCSCc1nccn1C)NC#N
- electronic energy (hartree) = -1117.28840

Geometry as XYZ:
```
33
C10H16N6S wB97M-V/def2-TZVPD
C -2.697 -0.631 -3.012
N -3.518 -0.981 -1.915
C -2.939 -1.489 -0.806
N -2.013 -0.889 -0.096
C -1.723 0.544 -0.203
C -0.127 0.568 -0.242
S 0.472 2.231 0.077
C 2.263 2.090 -0.236
C 2.938 1.078 0.658
N 3.693 0.152 0.097
C 4.143 -0.612 1.211
C 3.533 -0.235 2.404
N 2.854 0.897 2.020
C 2.558 1.948 2.964
N -3.515 -2.664 -0.266
C -4.142 -3.466 -1.072
N -4.730 -4.235 -1.751
H -1.672 -0.737 -2.792
H -3.059 -1.252 -3.878
H -2.786 0.421 -3.170
H -4.373 -1.527 -2.214
H -2.188 0.931 0.694
H -2.091 1.013 -1.120
H 0.319 -0.125 0.466
H 0.322 0.305 -1.265
H 2.421 2.002 -1.317
H 2.680 2.989 0.081
H 4.880 -1.416 1.128
H 3.812 -0.555 3.310
H 1.802 2.617 2.635
H 2.393 1.563 3.982
H 3.451 2.598 3.149
H -2.960 -3.132 0.478
```

8.
The following is a quantum chemistry calculation of a molecular structure, C10H16N7OPt, from OMol25.

## Properties
- ΔE to the lowest compared entry with this formula, charge and spin (kcal per mole) = 0.0
- total charge = +1
- HOMO-LUMO gap (eV) = 9.27
- maximum force (eV/A) = 1.0
- electronic energy (hartree) = -968.38008

Geometry as XYZ:
```
35
C10H16N7OPt wB97M-V/def2-TZVPD
Pt -0.019 -0.791 -0.936
N 1.458 -4.451 -1.947
C 1.220 -3.162 -1.761
O 0.376 -2.799 -0.905
C 1.953 -2.104 -2.504
C 1.037 -0.870 -2.653
H 0.966 -5.133 -1.391
H 2.120 -4.764 -2.634
H 2.410 -2.453 -3.432
H 2.771 -1.840 -1.825
H 0.412 -0.944 -3.547
H 1.698 -0.012 -2.763
N 0.034 0.863 4.057
C 0.008 -0.438 4.394
N 0.195 -0.775 5.673
N -0.202 -1.418 3.532
C -0.364 -1.125 2.279
N -0.529 -0.887 1.156
H 0.267 1.577 4.724
H -0.049 1.130 3.090
H 0.300 -0.093 6.401
H 0.129 -1.747 5.918
N -1.912 1.354 0.744
C -1.421 1.913 -0.392
C -1.830 3.228 -0.698
C -1.387 3.850 -1.826
C -0.522 3.146 -2.667
C -0.159 1.879 -2.312
N -0.573 1.228 -1.187
H -2.721 1.795 1.144
H -1.809 0.362 0.887
H -2.508 3.721 -0.014
H -1.706 4.856 -2.063
H -0.138 3.569 -3.583
H 0.496 1.336 -2.958
```

Among the records above, which one has the lowest maximum force? C10H16N7OPt

maximum force of number 2 (C10H16BF4O4P2SV)? 4.6 eV/A

Which value of maximum force does entry 3 give? 1.4 eV/A